Entry 1:
# C45H81N11O9

A 8-piece molecular cluster, C45H81N11O9 overall at a distorted geometry (ωB97M-V/def2-TZVPD, OMol25).

XYZ file:
```
146
Properties=species:S:1:pos:R:3:forces:R:3
C -5.62544 19.74358 -24.61465 -0.20 -0.35 -0.38
C -5.72972 19.29236 -23.31155 0.05 -0.08 0.80
C -6.62096 18.29019 -22.94736 0.31 0.25 -0.60
C -7.37337 17.67611 -23.94413 -0.11 -0.03 0.52
C -7.24666 18.09936 -25.26377 0.30 -0.50 -0.50
C -6.39013 19.13589 -25.60715 0.02 0.87 0.56
C -7.89619 17.32262 -26.35197 -0.95 0.03 -0.15
O -7.82692 17.64175 -27.51788 0.41 0.23 -0.14
C -8.72968 16.13607 -25.97767 0.00 0.92 0.70
C -9.49074 15.52426 -26.94864 0.22 -0.86 -0.34
C -10.22929 14.39843 -26.62342 -0.25 0.07 -0.11
C -10.30390 13.92752 -25.30884 0.21 -0.17 -1.24
C -9.60808 14.60381 -24.33982 -0.33 0.55 1.03
C -8.87105 15.74830 -24.64297 -0.17 -0.53 -0.23
C -8.27885 16.54550 -23.54780 0.97 0.08 -0.03
O -8.42543 16.28803 -22.37098 -0.27 -0.14 -0.12
H -4.93650 20.53165 -24.88535 -0.02 0.07 0.10
H -5.12031 19.70694 -22.51597 0.07 0.18 -0.18
H -6.66742 17.96530 -21.91945 -0.20 -0.11 -0.01
H -6.38113 19.57582 -26.59481 0.06 -0.52 -0.23
H -9.43851 15.86155 -27.97425 0.05 0.12 0.02
H -10.76213 13.90170 -27.42664 -0.08 -0.09 0.17
H -10.87018 13.02237 -25.13805 0.01 0.06 0.39
H -9.70932 14.34525 -23.29136 0.10 -0.16 -0.07
C -6.55422 11.50937 -18.65666 -0.92 0.68 -0.37
O -5.80007 10.90093 -19.39401 0.07 -0.35 0.16
N -6.13992 12.61080 -17.94548 0.43 -0.51 -0.25
N -7.92146 11.27513 -18.57934 0.72 0.76 0.46
H -5.17428 12.84937 -18.08679 0.00 0.19 0.03
H -6.72092 13.22630 -17.41000 -0.12 -0.12 -0.01
H -8.30777 10.35870 -18.68490 0.15 -0.12 -0.21
H -8.41471 11.93034 -17.99533 -0.35 -0.37 0.00
C -10.37316 9.21016 -22.49293 0.14 -0.37 -0.02
O -10.13192 9.57952 -23.62903 -0.12 0.07 0.09
N -9.36290 8.81268 -21.64427 -0.75 0.41 -0.50
N -11.65135 9.14459 -21.98553 0.78 -0.08 -0.23
H -8.47145 8.75609 -22.09822 0.27 -0.16 0.35
H -9.55618 8.44760 -20.73328 0.28 -0.20 0.02
H -11.77014 9.05300 -20.99410 -0.36 0.18 0.02
H -12.33267 9.61058 -22.55694 -0.23 0.05 0.25
C -10.24744 13.12709 -20.70340 0.10 0.09 0.17
O -11.39690 12.91743 -20.32615 0.11 0.04 -0.08
N -9.58959 12.21311 -21.48900 -0.59 0.74 0.41
N -9.57664 14.27564 -20.36861 -0.12 -1.23 -0.14
H -8.60517 12.26241 -21.69679 -0.14 -0.23 -0.06
H -10.18515 11.42199 -21.66621 0.62 -0.14 -0.26
H -10.12857 14.94435 -19.86973 0.25 0.32 -0.02
H -8.64068 14.43129 -20.69865 -0.11 0.49 -0.02
C -0.40653 13.31474 -17.85706 -0.06 0.87 0.29
O -1.06777 14.19556 -18.38265 -0.04 -0.32 -0.09
N 0.08887 13.47942 -16.58005 0.15 -0.63 -0.11
N -0.11520 12.12352 -18.45692 -0.13 0.43 0.42
H 0.81793 12.89339 -16.21819 -0.04 -0.02 0.06
H -0.14516 14.30532 -16.06606 -0.04 0.18 -0.20
H 0.49620 11.48139 -17.99256 0.03 -0.26 -0.32
H -0.34154 12.05929 -19.43153 0.13 -0.20 -0.05
C -6.10153 13.24605 -24.60330 -0.88 0.16 0.04
C -4.97969 12.51501 -23.88858 -0.72 -0.94 1.03
C -3.73370 12.50711 -24.72945 0.53 1.48 -1.33
C -3.13670 13.92504 -24.72875 1.81 -1.05 1.19
C -2.64740 14.14997 -23.29794 -0.40 0.95 -0.14
C -3.79212 14.15055 -22.27715 -0.10 0.59 -0.71
N -4.63677 12.97054 -22.51917 0.64 0.13 0.37
O -5.81060 13.08358 -21.71072 -0.05 -0.19 -0.24
C -3.14908 14.09557 -20.88536 0.15 -1.03 -1.14
C -4.56233 15.46057 -22.47004 -0.79 0.92 0.80
C -5.41654 11.04937 -23.68503 0.32 0.00 -1.73
H -6.01663 14.32610 -24.71510 0.39 -0.05 -0.14
H -7.04455 13.10251 -24.07508 -0.02 -0.07 0.16
H -6.24645 12.79216 -25.58533 0.07 0.12 -0.05
H -2.97081 11.78738 -24.43042 -0.08 0.03 0.42
H -3.92270 12.29010 -25.78816 -0.59 -0.38 0.22
H -3.77652 14.72024 -25.09014 -0.20 -0.09 -0.05
H -2.18789 13.89946 -25.27849 -0.39 0.22 -0.59
H -2.21569 15.15135 -23.19821 0.25 -0.13 -0.11
H -1.83985 13.44499 -23.08959 -0.21 -0.18 0.25
H -2.65392 13.11873 -20.92596 -0.13 -0.04 0.70
H -2.32682 14.80394 -20.81235 -0.28 0.35 0.25
H -3.86984 14.15723 -20.07704 0.09 0.10 0.14
H -5.22619 15.66181 -21.61900 0.02 -0.31 -0.01
H -3.92432 16.35041 -22.49290 0.29 -0.25 -0.13
H -5.22627 15.52900 -23.33161 0.27 -0.28 -0.18
H -4.57898 10.53796 -23.21480 -0.38 -0.24 0.39
H -5.52395 10.63031 -24.69791 0.13 -0.10 0.11
H -6.40043 10.88329 -23.26130 0.09 0.22 0.69
H -5.73946 12.31054 -21.13361 0.01 -0.05 0.15
C 2.37864 13.64803 -20.63927 -1.07 -0.01 -0.90
C 2.55711 15.12670 -21.09976 1.65 -1.23 1.42
C 4.06691 15.29187 -21.35500 1.36 0.27 -0.33
C 4.56588 15.09511 -22.80032 -0.18 -0.66 0.58
C 3.58948 15.60782 -23.83578 0.40 -0.59 -0.21
C 2.17356 15.09251 -23.62330 -1.45 0.38 -0.65
N 1.77621 15.45066 -22.27325 0.24 1.21 0.46
O 0.41686 15.16468 -22.02105 -0.15 -0.27 -0.05
C 1.26670 15.90965 -24.57825 0.93 0.17 -0.02
C 1.98826 13.60682 -23.94910 0.65 -0.49 1.37
C 2.18777 16.06355 -19.91948 -0.67 0.84 -2.69
H 3.03480 12.96098 -21.17699 0.21 0.09 0.17
H 1.36462 13.35617 -20.93629 0.01 -0.08 0.37
H 2.46779 13.51750 -19.56342 0.20 0.07 0.03
H 4.53734 16.21281 -20.98416 -0.88 0.43 -0.15
H 4.62173 14.56830 -20.74780 -0.37 -0.17 0.08
H 4.73879 14.02547 -22.96745 -0.11 0.03 -0.07
H 5.55506 15.54710 -22.87974 -0.07 0.15 -0.20
H 3.90533 15.21567 -24.80831 0.02 0.39 -0.12
H 3.57847 16.69700 -23.85527 -0.02 0.04 -0.04
H 1.56409 16.95544 -24.47051 -0.25 0.07 -0.08
H 1.53093 15.59194 -25.58893 -0.27 0.13 -0.11
H 0.19626 15.83127 -24.41593 0.00 -0.34 0.08
H 1.08657 13.22848 -23.46359 -0.23 0.18 -0.31
H 1.99061 13.34131 -25.00162 0.04 0.20 -0.11
H 2.78999 13.06739 -23.42854 0.01 -0.20 -0.40
H 2.17516 17.03809 -20.43680 -0.05 0.08 0.40
H 2.95654 16.16439 -19.16631 -0.27 -0.64 0.52
H 1.14231 15.85559 -19.69274 0.26 -0.06 1.05
H 0.01770 16.03141 -21.88953 -0.03 -0.02 -0.03
C -5.16624 13.98912 -32.46454 -0.74 0.19 -0.07
C -5.63359 14.88323 -31.30409 0.00 0.62 0.37
C -6.95154 14.37078 -30.73629 -0.73 -1.31 0.75
C -6.85083 13.24374 -29.68181 0.49 0.90 -0.53
C -5.94544 13.79738 -28.59900 -0.34 0.10 1.02
C -4.53451 14.24114 -29.02726 -0.87 -1.67 0.16
N -4.63311 14.98841 -30.25402 -0.20 1.31 0.35
O -3.39135 15.43802 -30.74782 -0.15 -0.47 0.02
C -3.96190 15.08404 -27.90680 1.78 0.46 -0.44
C -3.75756 12.91486 -29.18936 2.20 -0.09 -1.04
C -5.96742 16.28982 -31.85227 0.46 -1.05 -1.10
H -4.37940 14.42496 -33.07944 0.21 0.07 0.28
H -4.87481 13.00597 -32.09683 -0.04 -0.10 -0.19
H -6.03252 13.91412 -33.12752 0.16 -0.40 -0.10
H -7.53377 15.09634 -30.16214 0.37 0.72 -0.48
H -7.57723 14.05716 -31.57625 -0.01 0.07 0.02
H -7.84038 13.12538 -29.24091 -0.05 -0.41 -0.13
H -6.49406 12.30210 -30.10196 0.00 -0.08 0.11
H -5.85507 13.07581 -27.78077 0.30 -0.08 -0.14
H -6.43613 14.63434 -28.08171 -0.15 0.15 -0.48
H -3.06450 15.62341 -28.24463 -0.29 0.04 -0.46
H -3.47526 14.47570 -27.14100 -0.93 -0.09 0.28
H -4.64307 15.86410 -27.57139 -0.18 -0.30 0.35
H -3.94604 12.09911 -28.49420 -0.47 0.22 0.15
H -2.65921 13.04747 -29.14239 -0.24 0.39 0.41
H -3.79073 12.51235 -30.21108 -0.77 -0.05 0.14
H -6.76582 16.11834 -32.58314 -0.20 0.34 0.18
H -6.27198 16.98838 -31.08359 0.08 0.06 0.09
H -5.12483 16.63044 -32.45777 0.06 0.42 0.37
H -3.00733 14.66685 -31.19510 0.17 0.11 -0.01
```
Forces are in eV/Å.

Properties
E: -3042.7657 a.u.
orbital gap: 0.259 hartree
SMILES string: O=C1c2ccccc2C(=O)c2ccccc21.CC1(C)CCCC(C)(C)N1O.CC1(C)CCCC(C)(C)N1O.CC1(C)CCCC(C)(C)N1O.NC(N)=O.NC(N)=O.NC(N)=O.NC(N)=O
multiplicity: 1

Entry 2:
# C6H12

C6H12 in the gas phase at a distorted geometry (ωB97M-V/def2-TZVPD, OMol25).

XYZ file:
```
18
Properties=species:S:1:pos:R:3:forces:R:3
C -2.23517 -0.56734 0.46133 -1.35 -1.72 3.18
C -1.37152 -0.32090 -0.73910 0.24 9.23 4.78
C 0.04169 0.11990 -0.29815 -0.09 0.81 -0.85
C 1.06428 -0.72989 -0.25442 0.61 3.29 0.64
C 2.48419 -0.51493 0.08219 1.11 -5.66 1.67
C 0.23098 1.61448 0.03838 0.65 -1.61 0.11
H -3.46802 -0.81428 0.27288 3.84 0.28 0.57
H -2.19018 0.31425 1.03617 -0.73 1.49 0.70
H -1.60709 -1.23458 1.38330 -2.18 0.93 -3.13
H -1.45697 -1.08233 -1.21426 0.32 -9.42 -6.18
H -1.89768 0.44262 -1.41313 0.92 -0.48 1.05
H 1.00166 -1.68516 -0.42957 -1.68 -5.26 -1.44
H 3.22703 -0.67720 -0.70668 -0.41 -0.20 0.03
H 2.88068 -1.22084 1.10678 -1.30 1.68 -3.11
H 2.56191 0.37589 0.43216 1.20 5.94 2.14
H -0.14953 2.23890 -0.71147 -0.65 0.69 -1.62
H -0.43185 1.85548 0.86480 0.64 0.18 0.72
H 1.31559 1.88593 0.08879 -1.12 -0.18 0.74
```
Forces are in eV/Å.

Properties
E: -235.6505 a.u.
orbital gap: 0.367 hartree
SMILES string: C/C=C(\C)CC
multiplicity: 1
ΔE to the lowest compared entry with this formula, charge and spin: 440.2 kJ/mol

Entry 3:
# C11H21N3O3

C11H21N3O3 as an isolated structure at a distorted geometry (ωB97M-V/def2-TZVPD, OMol25).

XYZ file:
```
38
Properties=species:S:1:pos:R:3:forces:R:3
C 0.15111 0.30312 0.63797 0.64 -1.47 -1.21
C 0.02983 -1.16619 0.03102 -3.16 -0.93 -1.96
C -0.01461 0.48584 2.14195 -0.56 -0.35 1.12
C 0.17451 1.92192 2.55798 0.21 3.36 -3.56
C 0.69136 2.27161 3.87786 -1.99 2.55 2.70
C -0.41814 2.27472 4.93762 -1.58 -0.69 1.81
C 0.97613 -0.33137 -2.16954 0.01 -1.18 -1.43
C -0.35768 0.21298 -2.91141 3.32 -2.17 -3.59
C 1.82431 -1.13390 -3.27374 0.55 -1.46 2.74
C 0.93966 -2.37891 -3.49111 -0.56 0.30 1.53
C 0.37495 -2.61935 -2.00505 0.85 1.58 -1.39
H -0.69157 2.08011 -0.23004 0.84 1.31 -0.09
H -1.84349 1.12575 0.29136 0.73 -0.21 1.10
H 1.12749 0.61156 0.24683 -0.23 0.58 0.54
H -1.03597 0.30414 2.36516 -1.47 -0.45 -0.34
H 0.35799 -0.19379 2.94484 1.08 -0.01 -1.47
H -0.77022 2.53126 2.34269 0.89 -0.83 0.42
H 0.88387 2.44146 1.83511 -0.50 -0.82 0.40
H 1.14781 1.47404 4.28877 3.05 -2.62 0.90
H 1.27089 3.24382 4.07720 -0.71 -1.52 -1.05
H -1.26855 2.89803 4.69517 -0.37 0.25 -0.63
H -0.08974 2.68985 5.87109 0.70 0.38 0.41
H -1.65997 0.81509 5.97890 -0.66 0.16 -0.17
H -1.02810 0.44389 4.40606 -0.86 -0.41 1.43
H 1.45285 0.47214 -1.64798 0.74 0.48 -0.06
H 2.77443 -1.57144 -2.84514 -0.67 1.12 -0.06
H 2.04171 -0.55824 -4.11888 0.09 0.75 -1.26
H 1.31263 -3.34976 -3.83936 0.76 0.60 0.02
H 0.20441 -2.06114 -4.21975 -0.72 -0.24 0.34
H 0.76468 -3.43974 -1.49144 0.78 -1.51 0.48
H -0.64598 -2.70090 -2.05216 -2.69 -0.56 -0.08
H -1.36430 0.73531 -1.06969 1.84 -1.13 -2.15
N -0.88942 1.12305 -0.10506 -1.61 -0.60 2.16
N -0.89540 0.86426 5.33977 2.35 1.20 -2.83
N 0.66084 -1.42123 -1.21407 -0.10 1.90 1.50
O -0.89049 -1.91237 0.43791 2.51 1.17 0.05
O -0.38499 0.23345 -4.13913 1.57 0.55 -0.46
O -1.38721 0.30432 -2.29561 -5.07 0.94 4.14
```
Forces are in eV/Å.

Properties
E: -821.6146 a.u.
orbital gap: 0.317 hartree
multiplicity: 1
ΔE to the lowest compared entry with this formula, charge and spin: 463.3 kJ/mol

> orbital gap of number 2 (C6H12)?

0.367 hartree